No. 1
{"formula": "C10H10IO3", "method": "wB97M-V/def2-TZVPD", "symbols": ["C", "C", "C", "C", "C", "C", "C", "C", "C", "C", "O", "O", "O", "I", "H", "H", "H", "H", "H", "H", "H", "H", "H", "H"], "positions_angstrom": [[-0.06, -2.73, 0.29], [-0.90, -2.62, 1.32], [0.43, -1.68, -0.57], [-1.06, 0.79, 1.70], [0.94, 0.80, -0.23], [0.38, 0.52, 2.11], [1.46, 0.52, 1.11], [-1.29, -0.13, 0.48], [-0.25, -0.25, -0.57], [-0.77, 0.06, -2.01], [-1.68, -2.79, 2.18], [1.44, -1.79, -1.24], [1.39, 1.53, 2.11], [-3.37, 0.32, -0.18], [0.61, -3.55, 0.32], [-1.99, 0.65, 2.42], [-1.22, 1.91, 1.51], [0.41, 1.79, -0.37], [1.71, 0.62, -1.00], [0.35, -0.07, 3.04], [2.22, -0.23, 1.49], [-0.82, 1.20, -2.07], [-1.65, -0.51, -2.42], [0.02, -0.16, -2.83]], "spin_multiplicity": 3, "charge": -1, "orbital_gap_ev": [2.718, 6.994], "homo_energy_ev": [-0.14, -4.60]}

***

No. 2
{"formula": "C10H10N2", "method": "wB97M-V/def2-TZVPD", "symbols": ["C", "C", "C", "C", "C", "C", "C", "C", "C", "C", "H", "H", "H", "H", "H", "H", "H", "H", "H", "H", "N", "N"], "positions_angstrom": [[1.50, 1.72, 0.73], [3.09, -0.09, -0.05], [3.00, -1.37, -0.54], [0.95, -0.56, -0.17], [-0.51, -0.42, -0.17], [-1.32, -1.22, 0.66], [-2.63, -1.11, 0.73], [-3.33, -0.18, -0.10], [-2.51, 0.60, -0.97], [-1.16, 0.54, -1.00], [0.62, 1.95, 0.46], [2.08, 2.32, 0.26], [1.54, 1.82, 1.75], [3.94, 0.58, 0.21], [3.90, -1.95, -0.66], [-0.77, -1.94, 1.11], [-3.44, -1.69, 1.70], [-4.56, -0.07, -0.09], [-3.25, 1.27, -1.62], [-0.62, 1.02, -1.77], [1.85, 0.43, 0.17], [1.62, -1.64, -0.62]], "e_above_lowest_kcal_mol": 93.1, "charge": 0, "orbital_gap_ev": 9.248, "homo_energy_ev": -8.47}

***

Q: Number 1 is which compound?
A: C10H10IO3